Molecular formula: H23O15S
Method: DFT, wB97M-V/def2-TZVPD

Atoms and positions in Å:
O 0.9693 -3.6165 1.1606
H 0.7113 -3.6275 2.0896
H 0.7643 -2.8085 0.5206
H 1.9733 -3.7265 1.2996
S 0.0073 -0.0315 -0.0264
O 1.2453 0.6765 -0.0044
O -0.7987 0.3455 -1.1554
O 0.3323 -1.4165 -0.1094
O -0.6777 0.1725 1.2066
O 0.0973 -0.0325 -3.4664
H -0.6047 -0.3015 -4.1074
H -0.4107 0.1625 -2.5414
O -3.0397 0.3395 2.1566
H -2.1867 0.0835 1.7646
H -3.7957 0.1375 1.5536
O -2.8507 -1.2075 -1.3014
H -2.1987 -0.5045 -1.3104
H -3.4467 -0.4375 -1.1364
O -0.5417 -1.6815 3.0296
H -0.2717 -1.3305 3.8736
H -0.5147 -0.8865 2.4096
O -1.0247 2.6475 2.3666
H -0.2187 2.9755 2.6376
H -0.8577 1.7975 2.1716
O 3.4123 -0.1535 -0.6224
H 3.1333 -1.0385 -0.4384
H 2.6023 0.2705 -0.4714
O 1.4653 3.0775 -1.0524
H 0.6663 3.6165 -0.9554
H 1.2613 2.2775 -0.3774
O -2.4957 2.0415 -2.1074
H -2.2967 2.5715 -2.9114
H -1.7057 1.6375 -1.7844
O 2.7083 1.7775 1.8336
H 3.4793 1.8755 1.2606
H 2.2043 1.3055 1.1576
O 1.0473 -2.7245 -2.3394
H 1.2633 -1.9195 -2.6994
H 0.5953 -2.3425 -1.5734

Properties
Strongest force on any atom   5.37 eV/A
Frontier orbital gap   0.3049 hartree
ΔE to the lowest compared entry with this formula, charge and spin   0.0 kJ/mol
Charge   -1